Computed, not measured: a structure of composition C30H93N15O8P5Y at a distorted geometry, with ωB97M-V with the def2-TZVPD basis set.

Each line ends with the Löwdin charge.
Element x y z (Å)
C1 -4.61769 2.03689 2.00779  -0.100
H1 -0.48931 2.00308 -4.11810  0.071
H2 4.24539 3.17095 1.43730  0.094
H3 2.90244 3.78869 -4.10813  0.078
H4 2.26404 0.98580 1.27322  -0.089
H5 -1.18686 3.52309 -4.78008  0.077
H6 3.72230 1.42397 1.21148  0.047
C2 4.11671 2.33139 0.75416  -0.094
P1 -6.96650 -3.40786 -0.56923  0.654
H7 0.42457 1.59543 5.44858  0.078
H8 4.96389 2.99095 -1.42525  0.074
H9 4.00535 -4.62198 0.12088  0.074
H10 1.39653 -5.32984 0.56539  0.085
H11 -4.21170 -1.35511 0.64755  0.063
C3 2.57723 1.35391 -2.41312  -0.131
H12 -2.48110 4.64585 -2.86567  0.088
N1 6.12433 0.35397 2.24551  -0.309
H13 -8.14531 -1.04449 1.01345  0.071
N2 7.88306 1.15930 0.35134  -0.291
H14 3.13247 -0.73199 -4.10766  0.053
H15 5.09979 -2.03040 -1.87106  0.081
N3 -5.33632 -2.84927 -0.57765  -0.289
C4 -3.46033 0.42366 5.60449  -0.117
C5 -7.58912 -0.80789 0.10639  -0.121
H16 3.62031 -5.73771 -1.14791  0.069
H17 -5.31562 2.80518 1.67504  0.071
H18 -1.35324 3.87612 4.78488  0.075
C6 -6.46067 -4.96337 1.57153  -0.121
H19 4.27217 -4.25175 -1.69963  0.056
H20 -3.80037 -3.17234 -2.00912  0.072
H21 0.62332 2.15132 3.77851  0.077
H22 -2.51785 -0.28303 -1.68078  -0.044
H23 1.23721 -4.32145 -5.06602  0.089
H24 1.29792 3.54693 1.22024  0.065
H25 -4.27444 -0.20367 5.96751  0.082
H26 -5.65703 -2.30849 1.29826  0.047
H27 3.45867 1.32805 -3.05381  0.076
P2 1.72246 -2.78716 -1.89631  0.627
N4 -1.28937 1.90290 4.39918  -0.324
O1 -0.52988 -2.27470 1.48276  -0.477
C7 1.18290 4.46750 0.64803  -0.103
H28 2.80655 1.21783 -1.35624  0.061
H29 -6.54002 -0.66070 0.36295  0.048
H30 4.26027 -0.38275 -2.01633  0.048
C8 -3.15775 3.91529 2.38982  -0.120
Y1 -0.29240 -0.45939 0.28369  1.324
C9 7.70574 0.09682 -0.64196  -0.129
H31 2.22904 -1.98059 -4.60815  0.069
H32 1.23660 -5.46410 -3.56610  0.085
H33 -7.92821 0.16892 -0.23852  0.079
H34 6.77729 0.13178 -1.21192  0.063
H35 -5.03141 1.10647 2.39670  0.074
C10 1.55934 5.41503 -1.65845  -0.119
H36 -5.49785 -4.87527 1.06822  0.068
C11 -0.31158 -2.75324 -3.72380  -0.059
P3 -2.27460 1.39310 3.23294  0.579
H37 8.47392 -0.10783 -1.38769  0.085
H38 -2.76795 3.03823 5.16063  0.047
H39 -8.98170 -4.46113 2.46053  0.085
H40 -3.58753 -1.84298 4.40782  0.080
N5 1.08619 4.30130 -0.80652  -0.281
H41 2.30895 5.12218 -2.39359  0.050
H42 3.83777 -1.25462 -0.77600  0.069
H43 -3.03619 -1.28234 2.66282  0.044
H44 -0.69062 -3.30226 -4.58577  0.081
N6 -3.21793 0.23843 4.15628  -0.293
N7 -7.37463 -3.92410 1.03801  -0.311
N8 -0.85940 3.55079 -2.72829  -0.314
H45 8.94682 2.91968 0.31036  0.067
H46 0.58900 -5.65921 -0.99134  0.069
H47 0.30078 0.40759 4.12047  0.087
H48 2.15983 6.14875 -1.12069  0.077
H49 6.35516 -1.33690 1.27123  0.059
H50 4.84501 -0.51173 0.95649  0.060
O2 -1.58486 0.82847 2.05707  -0.311
H51 -9.33267 -3.41913 1.19215  0.067
C12 -4.74984 -2.30186 0.69405  -0.127
H52 6.15766 3.76426 -0.49774  0.089
N9 5.46586 2.04640 0.25836  -0.315
C13 -3.00938 -1.19506 3.74899  -0.090
H53 -3.92270 1.41073 5.60856  0.061
C14 0.10474 1.43754 4.41858  -0.068
H54 4.03225 -2.16994 -4.51689  0.090
C15 -1.21144 2.80430 -3.96104  -0.103
C16 4.18272 -1.44660 -1.79200  -0.073
H55 -6.80417 -5.94544 1.24650  0.076
H56 6.57761 -0.74543 4.13454  0.079
H57 -4.01728 -2.99866 1.10139  0.074
H58 0.28551 -4.21148 -0.21882  0.055
H59 -1.95746 -1.39868 3.94924  0.061
H60 -4.25730 1.93123 0.98454  0.070
C17 1.45536 -4.49387 -4.01209  -0.119
C18 -1.84215 4.30261 -2.05202  -0.146
H61 -0.34474 -2.85340 2.24785  -0.041
H62 -1.47075 5.10973 -1.42057  0.076
C19 -8.74103 -4.30868 1.40842  -0.124
H63 -8.08555 -2.26900 -2.89681  0.075
N10 -3.47431 2.57190 2.82133  -0.294
C20 9.08095 1.92111 -0.10552  -0.105
H64 -3.88309 4.45354 1.77968  0.086
H65 1.85952 5.26353 0.95885  0.085
H66 2.06257 0.46436 -2.77635  0.067
H67 -5.35489 -2.84166 -2.56068  0.065
C21 6.80765 0.14933 3.55611  -0.103
H68 -2.20793 2.36321 -3.93766  0.082
H69 -2.55234 0.41633 6.20748  0.076
C22 2.05612 3.10351 -4.05933  -0.097
C23 5.52434 -0.81980 1.75129  -0.128
H70 -2.23223 3.78744 1.82842  0.071
H71 1.17728 3.52353 -4.54853  0.061
H72 -4.18670 -1.48225 -1.82511  0.056
O3 1.54082 0.36405 1.06130  -0.468
C24 -7.99225 -1.41376 -2.22751  -0.173
H73 9.10188 2.02548 -1.19032  0.077
H74 -2.95700 4.49913 3.28811  0.065
H75 7.87134 0.07890 3.32873  0.069
O4 -7.35499 -4.42242 -1.60251  -0.320
H76 6.65431 2.34325 -1.50536  0.074
H77 6.69680 1.04948 4.16072  0.072
H78 -6.53721 -4.98679 2.65859  0.085
N11 -7.80130 -1.86940 -0.88931  -0.295
H79 -8.97158 -0.99580 -2.46061  0.069
C25 3.13001 -1.81817 -4.01657  -0.120
N12 3.14836 -2.22138 -2.60141  -0.268
O5 7.00206 3.02879 2.15068  -0.302
H80 0.78867 5.97568 -2.18746  0.070
N13 1.76742 2.53829 -2.70811  -0.283
O6 0.06889 1.80056 -0.76938  -0.338
P4 6.70086 1.75436 1.37369  0.615
N14 2.19882 -4.18339 -1.07295  -0.271
O7 0.95752 -1.76890 -1.07599  -0.365
H81 0.16610 4.72296 0.94630  0.058
H82 3.36307 2.57595 0.00562  0.058
C26 -1.69413 3.00527 5.34480  -0.068
C27 1.10617 -4.90659 -0.39620  -0.108
H83 7.75127 -0.81576 -0.04764  0.065
H84 -2.39176 3.60017 -1.42543  0.078
P5 0.45743 2.90434 -1.68791  0.707
C28 5.88024 2.77964 -0.87411  -0.134
H85 -1.41760 2.76431 6.37124  0.092
C29 -4.62466 -2.48032 -1.83659  -0.081
H86 10.00457 1.58292 0.36422  0.081
H87 5.22527 -1.44358 2.59364  0.093
O8 -2.01567 -0.65821 -0.93138  -0.470
H88 -0.95634 -2.60645 -2.85729  0.074
C30 3.65234 -4.67469 -0.90903  -0.057
H89 0.17782 -1.89475 -4.18378  0.062
H90 2.18572 2.19056 -4.64055  0.077
N15 0.87420 -3.47449 -3.18792  -0.336
H91 -9.08528 -5.08844 0.72904  0.084
H92 2.52647 -4.29203 -4.00247  0.061
H93 -7.32470 -0.61594 -2.55303  0.078

Atomic forces in eV per Å
1.3325 0.2182 -0.9194
-0.0512 0.0889 -0.0908
-0.7578 0.0121 0.4059
0.0366 -0.1841 0.1249
-1.4291 -0.9084 -0.2093
0.0288 -0.1630 -0.3150
0.4781 0.3414 0.5302
0.7365 -0.0154 0.4766
-0.6898 1.4348 -1.3220
0.2945 -0.1996 -0.0061
0.1743 -0.2170 -0.6414
0.1334 0.6219 -0.1312
0.1802 0.1009 -0.0822
-0.4894 0.2615 -0.6075
-0.6453 -0.4375 -0.5216
-0.4204 0.5790 0.4552
0.8665 3.4994 2.3074
0.0873 0.0621 0.1524
2.4081 0.7652 -1.8188
0.5203 0.2980 0.2862
0.2280 0.5707 0.3400
0.5775 0.2075 1.2260
-0.4245 1.3687 -1.8850
-0.0674 -0.3024 -0.0650
-0.0430 -0.2089 0.0268
-0.6453 0.2784 1.5916
0.6268 0.7312 1.3828
-0.4931 -0.1164 -1.2283
0.0319 0.4139 0.5468
0.3899 0.0125 0.3101
0.7930 -0.4523 -0.0412
0.6239 -0.3194 0.8413
-0.6598 -0.4886 0.0558
0.7885 -0.2699 -0.4394
0.4343 -0.5364 -0.1049
0.7489 0.5533 0.9841
0.3693 0.6695 0.3928
0.3820 -1.2253 0.0636
0.4387 0.8249 1.0690
0.0492 -0.0654 0.4713
-2.1528 -0.3557 -0.1235
-0.0424 0.0719 -0.1325
0.1192 -0.0752 -0.0088
0.3760 -0.2352 -1.2274
1.9675 -0.2160 0.5781
0.2190 -0.3033 1.7352
-1.0156 -1.8880 1.3279
0.0538 -1.0851 0.3745
0.0261 -0.3179 -0.7481
-0.2980 -0.1781 -0.3089
-0.3167 0.1325 0.2660
-0.0679 0.3324 -0.0222
0.5512 -0.1567 0.2358
0.3588 0.2210 0.8851
2.0328 -0.4047 0.1637
-3.1423 -1.1334 1.0354
0.5207 1.0731 0.2981
-0.1485 0.2172 0.8993
0.9558 -0.4877 0.0676
-0.4176 -0.0430 -0.6568
-0.0044 -0.8618 -1.8371
-0.2536 -0.5890 -0.2632
-0.0640 -1.1637 0.3955
-0.7479 -0.4041 0.1913
-0.5341 -0.2937 0.5372
-0.2820 -0.9916 -1.6062
1.4091 0.1235 0.2908
4.7569 -1.9015 0.6149
0.2124 0.3274 -0.1336
0.6332 -0.5018 -0.4003
-0.4127 0.1523 -0.1972
-0.3880 -0.0473 0.7085
-0.2988 -1.0526 -0.3631
-0.6548 -0.7089 0.3891
0.2066 -0.4210 -0.2942
-0.4388 -0.0273 -0.2764
-0.9710 -1.6109 -0.4458
0.7336 0.5015 -0.5207
-0.3734 -2.6874 0.6354
1.4910 1.6399 0.5352
0.1920 0.2426 0.7374
-0.1479 1.4729 0.1779
-0.1476 -0.2428 -0.1997
0.1543 0.7242 0.9008
-1.5206 -0.7141 -0.1182
-0.2747 -0.2649 -0.1178
-0.6861 0.0572 -0.4436
0.0453 -0.1589 0.1095
0.1532 0.3495 0.5007
0.2321 -0.5734 0.1598
0.5944 -1.2286 -0.2789
1.3248 0.5662 0.5998
-1.2840 -0.5200 -0.0592
-0.1512 0.7774 -0.8920
0.2091 0.0697 -0.2944
-0.6636 1.9387 -1.8667
1.0158 -0.1065 -0.1552
-1.6897 -1.3295 0.5249
-1.1216 1.5867 1.8499
-0.2401 -0.5688 0.1176
0.1420 -0.2834 -0.2907
-0.3898 -0.3103 0.4000
0.1521 1.1232 -0.9011
0.9969 1.2694 -0.9692
-0.0840 -0.0756 0.2971
-0.0342 -0.2568 0.2125
-1.2379 -1.3695 0.4702
1.2414 -0.2682 -1.5835
0.2337 0.8993 -0.4050
0.0356 0.5222 0.5037
-0.7784 0.0854 -0.1546
1.0080 0.5336 0.3685
-0.9954 -0.4456 -1.0903
0.2008 -0.2693 0.1096
0.0881 0.4355 -0.1814
0.4193 -0.1647 0.3134
0.8014 1.1998 0.7831
-0.1302 -0.0687 0.1670
-0.1408 -0.1631 0.1757
0.7109 0.3833 -0.0141
-0.0111 -1.1758 1.8126
-0.5889 0.4226 0.8825
0.2499 1.0581 0.1022
-0.2159 1.2850 0.3368
0.2861 -2.9360 -0.9401
-0.3299 -0.1555 0.0661
-0.7523 0.7216 -0.2569
0.1272 0.7118 -0.7834
-1.6947 -0.0832 0.3086
1.4497 0.4787 0.1434
0.9369 -1.4722 -1.9131
-0.0868 0.7010 0.6142
0.5312 0.2496 -0.4077
-0.3382 -1.2603 -2.9775
-0.3395 0.6480 -0.1194
-0.5311 -0.4880 -0.4143
-0.6754 0.2924 0.3428
0.2751 2.2046 -0.3131
-0.7991 1.8416 -0.3595
0.1295 0.5212 -0.2171
-1.0529 -2.3643 0.7531
0.0601 -0.5176 -0.4880
-0.9015 0.1894 -0.4140
-0.8143 0.5384 -1.1960
-0.5145 0.6122 -0.7040
-2.5589 -0.4347 -0.7321
-1.0855 1.0059 0.1640
0.7237 0.2158 -0.5361
-1.1070 1.3784 1.1775
-0.2074 -0.3995 0.4193
0.3571 -0.7352 0.1164
0.7030 -0.3621 -0.1406

Electronic energy = -118841.9490 eV
Energy above the lowest of the compared OMol25 structures with the same formula, charge and spin = 64.3 kJ/mol
HOMO = -7.423 eV